Computed, not measured: C2HClF2S in the gas phase at a distorted geometry, with ωB97M-V with the def2-TZVPD basis set.

Last column: natural (NBO) charge in e.
Element x y z (Å)
F  -0.643  1.055  -1.081  -0.33
C  -0.665  0.295  0.038  0.51
F  -0.781  1.017  1.145  -0.31
C  0.692  -0.434  0.067  -0.26
S  0.741  -2.070  0.026  0.12
Cl  2.110  0.470  -0.026  0.11
H  -1.453  -0.332  -0.168  0.16

Values from the calculation:
HOMO (alpha / beta) in eV: -9.68 / -9.68
Energy relative to the best compared isomer or geometry (same formula, charge and spin) in kJ/mol: 20.36
Calculated total energy in Ha: -1134.886643
Max |F| in eV Å⁻¹: 3.1
LUMO level (alpha / beta) in eV: -1.10 / -1.10
Total charge: 0

***

Computed, not measured: a 2-piece molecular cluster, C2HClFN overall at a distorted geometry, with ωB97M-V with the def2-TZVPD basis set.

Last column: natural (NBO) charge in e.
Element x y z (Å)
C  -0.001  1.698  0.231  0.19
C  0.573  0.380  0.237  -0.01
N  -0.458  2.709  0.364  -0.18
F  0.093  -0.267  1.919  -0.50
Cl  2.179  0.164  0.093  0.20
H  0.089  -0.539  -0.042  0.29

Values from the calculation:
HOMO in eV: -12.29
Energy relative to the best compared isomer or geometry (same formula, charge and spin) in kJ/mol: 193.39
Calculated total energy in Ha: -691.519510
Max |F| in eV Å⁻¹: 4.7
LUMO level in eV: -1.55
Total charge: 0

***

Computed, not measured: C2HClFO4P as an isolated structure at a distorted geometry, with ωB97M-V with the def2-TZVPD basis set.

Last column: natural (NBO) charge in e.
Element x y z (Å)
C  -1.444  1.715  0.397  0.96
C  0.103  -1.167  0.655  -0.38
O  -2.081  -1.230  -1.035  -1.11
O  -2.583  -0.560  1.413  -1.10
O  -2.176  1.874  -0.453  -0.51
O  -0.761  1.979  1.300  -0.53
F  0.560  -0.577  1.841  -0.40
P  -1.622  -0.725  0.306  1.92
Cl  9.229  -0.476  -4.348  -1.00
H  0.774  -0.834  -0.076  0.15

Values from the calculation:
HOMO in eV: -2.14
Energy relative to the best compared isomer or geometry (same formula, charge and spin) in kJ/mol: 0.00
Calculated total energy in Ha: -1279.282726
Max |F| in eV Å⁻¹: 4.3
LUMO level in eV: 4.54
Total charge: -2

***

Computed, not measured: C2HClN2O in the gas phase at a distorted geometry, with ωB97M-V with the def2-TZVPD basis set.

Last column: natural (NBO) charge in e.
Element x y z (Å)
N  1.688  1.806  0.982  -0.34
C  1.317  0.823  0.564  0.40
N  0.249  -0.609  0.149  -0.58
C  -0.847  -0.177  -0.542  0.57
O  -1.075  0.956  -0.869  -0.52
Cl  -1.974  -1.396  -0.784  0.04
H  0.642  -1.404  0.499  0.43

Values from the calculation:
HOMO in eV: -11.53
Energy relative to the best compared isomer or geometry (same formula, charge and spin) in kJ/mol: 265.04
Calculated total energy in Ha: -721.652587
Max |F| in eV Å⁻¹: 8.4
LUMO level in eV: -1.17
Total charge: 0

***

Computed, not measured: a 2-piece molecular cluster, C2HClN2O4S overall at a distorted geometry, with ωB97M-V with the def2-TZVPD basis set.

Last column: natural (NBO) charge in e.
Element x y z (Å)
O  -0.986  0.552  0.447  -0.86
S  -1.748  -0.598  0.065  2.10
O  -2.673  -1.134  0.997  -0.86
Cl  -2.740  -0.246  -1.640  -0.16
C  -0.675  -1.812  -0.536  -0.25
N  0.445  -1.939  -0.867  0.30
O  1.579  -2.058  -1.164  -0.28
N  1.940  2.476  0.751  -0.74
C  1.520  1.374  0.777  0.86
O  1.369  0.262  1.091  -0.53
H  1.970  3.122  0.078  0.40

Values from the calculation:
HOMO in eV: -11.00
Calculated total energy in Ha: -1345.514784
Max |F| in eV Å⁻¹: 4.1
LUMO level in eV: -0.95
Total charge: 0

***

Computed, not measured: an isolated ion of composition C2HClNO2 and charge -1 at a distorted geometry, with ωB97M-V with the def2-TZVPD basis set.

Last column: natural (NBO) charge in e.
Element x y z (Å)
H  -0.926  -0.798  -1.799  0.33
N  -0.539  -0.943  -0.906  -0.63
C  -0.085  0.064  -0.358  0.23
Cl  0.174  1.545  -1.402  -0.19
C  0.353  0.062  1.164  0.69
O  0.162  -1.022  1.708  -0.71
O  0.860  1.093  1.593  -0.73

Values from the calculation:
HOMO in eV: -4.58
Energy relative to the best compared isomer or geometry (same formula, charge and spin) in kJ/mol: 96.08
Calculated total energy in Ha: -742.304845
Max |F| in eV Å⁻¹: 1.6
LUMO level in eV: 3.65
Total charge: -1

***

Computed, not measured: a 2-piece molecular cluster, C2HClNO2 overall at a distorted geometry, with ωB97M-V with the def2-TZVPD basis set.

Last column: natural (NBO) charge in e.
Element x y z (Å)
C  -1.210  -0.464  -0.193  0.18
C  -0.368  0.581  -0.642  0.65
N  -2.189  -1.055  -0.071  -0.37
O  0.870  0.554  -0.392  -0.74
O  -1.094  1.468  -1.196  -0.67
Cl  2.242  -0.906  1.695  -0.39
H  1.748  -0.178  0.798  0.32

Values from the calculation:
HOMO in eV: -5.62
Energy relative to the best compared isomer or geometry (same formula, charge and spin) in kJ/mol: 50.57
Calculated total energy in Ha: -742.322179
Max |F| in eV Å⁻¹: 4.0
LUMO level in eV: 3.84
Total charge: -1

***

Computed, not measured: C2HCuLi2O2 as an isolated structure at a distorted geometry, with ωB97M-V with the def2-TZVPD basis set.

Last column: natural (NBO) charge in e.
Element x y z (Å)
O  -1.591  -0.908  -1.004  -0.95
C  -0.313  -0.594  -0.719  -0.09
C  0.041  0.070  0.428  -0.41
Li  -1.817  -0.839  0.841  0.85
Cu  0.430  1.407  2.296  0.72
H  0.476  -0.995  -1.408  0.12
Li  1.426  1.348  -1.093  0.90
O  1.347  0.510  0.659  -1.14

Values from the calculation:
HOMO in eV: -5.50
Energy relative to the best compared isomer or geometry (same formula, charge and spin) in kJ/mol: 22.15
Calculated total energy in Ha: -1882.729564
Max |F| in eV Å⁻¹: 2.1
LUMO level in eV: -0.90
Total charge: 0